Entry 1:
{
  "formula": "C6H9Br",
  "method": "ωB97M-V/def2-TZVPD",
  "homo_lumo_gap_ev": [6.47, 6.22],
  "spin_multiplicity": 3,
  "de_lowest_kj_mol": 428.23,
  "e_lumo_ev": [1.0, -3.6],
  "largest_force_ev_per_a": 14.26,
  "charge": 0,
  "symbols": ["Br", "C", "C", "C", "C", "C", "C", "H", "H", "H", "H", "H", "H", "H", "H", "H"],
  "coordinates": [[-3.223, 0.234, -0.003], [-0.978, -1.900, 0.240], [-1.121, -3.029, -0.041], [-0.138, 0.819, -1.304], [-0.361, 0.817, 0.206], [0.912, 0.220, 0.787], [-1.478, -0.113, 0.635], [-1.721, -0.069, 1.742], [1.866, 0.672, 0.412], [-1.141, -4.057, -0.098], [0.546, 1.512, -1.508], [0.932, 0.414, 1.954], [-0.430, 1.925, 0.398], [0.238, -0.230, -1.435], [0.984, -0.815, 0.688], [-0.931, 0.839, -1.957]],
  "mulliken_charge": [-0.15, -0.10, -0.48, -1.48, 0.42, -1.32, -0.21, 0.38, 0.37, 0.46, 0.46, 0.30, 0.30, 0.29, 0.37, 0.40]
}

***

Entry 2:
{
  "formula": "C6H9BrCaIN4OS",
  "method": "ωB97M-V/def2-TZVPD",
  "homo_lumo_gap_ev": 8.72,
  "e_lumo_ev": -2.7,
  "largest_force_ev_per_a": 0.24,
  "charge": 1,
  "symbols": ["I", "Br", "Ca", "S", "O", "N", "N", "N", "N", "C", "C", "C", "C", "C", "C", "H", "H", "H", "H", "H", "H", "H", "H", "H"],
  "coordinates": [[2.977, -0.224, -1.646], [-1.389, 1.463, 1.961], [0.812, -0.105, 0.226], [-0.664, -2.401, 0.897], [-0.233, 6.346, 0.667], [-1.120, -4.296, -0.853], [-0.602, -0.870, -1.763], [0.508, 2.329, 0.187], [-0.804, -2.256, -1.789], [-0.418, 2.807, 1.005], [1.223, 3.232, -0.507], [-0.712, 4.131, 1.207], [1.025, 4.588, -0.400], [0.041, 5.057, 0.476], [-0.862, -3.002, -0.666], [-0.996, -2.684, -2.683], [-1.476, 4.459, 1.895], [0.114, -0.648, -2.457], [0.335, 6.914, 0.132], [1.982, 2.827, -1.165], [1.630, 5.267, -0.986], [-1.255, -4.700, -1.765], [-1.468, -0.402, -2.022], [-1.131, -4.906, -0.053]],
  "mulliken_charge": [-0.46, -0.24, 1.00, -0.59, -0.48, -0.39, -0.66, -0.41, -0.07, 0.41, -0.35, -0.44, -0.63, 0.92, 0.79, 0.22, 0.48, 0.35, 0.32, 0.26, 0.34, 0.20, 0.22, 0.20]
}

***

Entry 3:
{
  "formula": "C6H9Cl9O3",
  "method": "ωB97M-V/def2-TZVPD",
  "homo_lumo_gap_ev": [8.74, 2.35],
  "spin_multiplicity": 2,
  "e_lumo_ev": [-3.9, -10.3],
  "largest_force_ev_per_a": 4.65,
  "charge": 1,
  "symbols": ["Cl", "Cl", "Cl", "Cl", "Cl", "Cl", "Cl", "Cl", "Cl", "O", "O", "O", "C", "C", "C", "C", "C", "C", "H", "H", "H", "H", "H", "H", "H", "H", "H"],
  "coordinates": [[-3.135, -4.125, 5.386], [-3.942, 2.308, 6.106], [-2.493, -2.423, 3.033], [-1.227, 3.122, 5.307], [-2.095, 0.511, 4.572], [1.120, -0.667, 0.613], [-0.528, 1.727, 1.044], [-5.238, -3.655, 3.474], [1.176, 0.825, 3.171], [3.253, -0.348, -5.545], [2.237, 0.348, -3.645], [1.444, 1.032, -5.527], [2.372, 0.312, -4.967], [-3.745, -3.013, 4.203], [0.227, 0.264, 1.782], [3.103, -0.420, -2.710], [1.475, 1.314, -6.902], [-2.226, 1.816, 5.817], [0.774, 2.146, -6.974], [-3.926, -2.135, 4.823], [3.871, 0.153, -2.191], [2.502, 1.541, -7.190], [3.687, -1.206, -3.189], [2.598, -0.838, -1.840], [1.087, 0.473, -7.476], [-1.789, 1.297, 6.671], [-0.585, -0.358, 2.157]],
  "mulliken_charge": [-0.11, -0.12, -0.15, -0.09, -0.05, -0.13, -0.13, -0.11, -0.09, -0.10, -0.16, -0.18, 0.91, 0.17, 0.71, -0.49, -0.68, -0.02, 0.24, 0.17, 0.34, 0.37, 0.31, 0.08, 0.35, 0.30, -0.36]
}

***

Entry 4:
{
  "formula": "C6H9ClN4O2",
  "method": "ωB97M-V/def2-TZVPD",
  "homo_lumo_gap_ev": 9.05,
  "de_lowest_kj_mol": 193.52,
  "e_lumo_ev": 0.2,
  "largest_force_ev_per_a": 7.25,
  "charge": 0,
  "symbols": ["Cl", "O", "O", "N", "N", "N", "N", "C", "C", "C", "C", "C", "C", "H", "H", "H", "H", "H", "H", "H", "H", "H"],
  "coordinates": [[2.696, -1.087, 0.631], [2.957, 1.295, 2.371], [-3.518, 0.737, 0.243], [2.522, 0.893, -1.183], [-1.644, -0.432, 0.439], [0.486, 0.001, -0.518], [-1.657, 1.534, -0.867], [2.894, 1.417, 1.194], [1.778, -0.252, -0.897], [-2.458, -1.425, 1.101], [2.863, 1.707, -0.081], [-0.338, -0.760, 0.153], [-2.360, 0.666, -0.062], [3.401, 0.616, -1.514], [2.999, 2.778, -0.116], [-3.330, -0.758, 1.589], [-1.876, -2.008, 1.847], [-0.051, -1.741, 0.652], [-0.617, 1.288, -0.904], [-2.043, 2.204, -1.373], [2.078, -1.013, -1.575], [-3.173, -1.996, 0.364]],
  "mulliken_charge": [-0.32, -0.45, -0.59, -0.29, 0.09, -0.33, -0.29, 0.68, -0.23, -0.98, -0.58, 0.16, 0.46, 0.30, 0.33, 0.30, 0.36, 0.22, 0.36, 0.10, 0.40, 0.27]
}